[1]
This record from OMol25 describes 10 unconnected molecules or ions with the total composition C33H77ClN10O11. The level of theory is the ωB97M-V functional and the def2-TZVPD basis.

Element x y z (Å)
1 Cl -3.47151 -0.07557 0.39858
2 O -1.19480 -1.57108 0.22291
3 O -6.37812 7.84813 8.20582
4 O 10.42740 0.28706 -6.46815
5 O 8.74641 -2.17551 -11.08583
6 O -0.88597 -0.46712 7.14155
7 O -4.62491 3.02511 3.99167
8 O 2.59888 -4.30186 -4.59029
9 O -8.76088 2.79473 10.44387
10 O 6.74100 0.12055 -4.26277
11 O -5.08199 -7.81718 -2.02306
12 O 0.89672 -0.85340 0.92333
13 N 10.24348 -3.35659 -12.26710
14 N -10.10296 4.55780 10.79132
15 N -2.62986 -0.24565 8.50690
16 N 5.88367 2.17381 -3.98463
17 N -5.42068 2.39421 1.97328
18 N 3.15695 -2.38809 -3.56316
19 N -4.87668 -5.93705 -0.81569
20 N -0.15522 -2.41564 -2.13178
21 N -5.99340 5.90987 7.14371
22 N 8.97031 -1.41678 -6.43069
23 C 0.01456 -0.89917 -0.14899
24 C 0.86945 -0.31153 3.26846
25 C 8.03541 -2.36941 -6.99113
26 C 0.78457 0.23536 1.84866
27 C 5.89934 3.62165 -3.94150
28 C -2.28555 -1.12884 -0.50154
29 C -4.25341 -4.70475 -0.37985
30 C 8.25390 1.94950 -4.58054
31 C -6.36198 4.36706 3.06690
32 C -10.51408 3.13010 8.84442
33 C -5.38660 3.20957 3.06182
34 C 10.94535 -3.79491 -13.45606
35 C 9.67198 -0.45544 -7.08151
36 C -6.28540 2.49796 0.81695
37 C -0.48069 -0.49017 3.93577
38 C 9.45647 -0.34721 -8.56997
39 C -11.19110 5.47241 10.51024
40 C 0.75300 -1.69126 -1.24023
41 C -6.26677 5.91026 9.59399
42 C 8.77282 -1.78389 -13.44407
43 C -3.69425 -0.68832 9.36563
44 C -4.44199 -6.81421 -1.76202
45 C -6.22417 6.63958 8.27257
46 C 3.98829 -1.23610 -3.27299
47 C -5.75987 4.48044 6.98605
48 C -1.83367 -2.49877 7.96695
49 C -9.71645 3.46416 10.08470
50 C 3.39725 -3.38878 -4.45038
51 C -1.73165 -0.99664 7.83209
52 C 9.24145 -2.44483 -12.16875
53 C 4.68092 -3.31349 -5.24368
54 C 6.91335 1.33291 -4.26702
55 C -3.14282 -6.48707 -2.46347
56 H 5.19780 4.03791 -4.66648
57 H 9.58570 -1.23530 -13.92108
58 H -6.51188 4.02602 6.33563
59 H -0.37243 -0.75534 4.98314
60 H -3.21199 -5.53567 -2.99248
61 H 0.01275 -3.41006 -2.11735
62 H -3.70112 -1.77252 9.42941
63 H -2.31787 -6.42983 -1.75226
64 H 7.97741 -1.09042 -13.19015
65 H 10.55995 -3.28079 -14.33037
66 H 5.01559 1.70353 -3.78378
67 H 10.50899 -3.76140 -11.38307
68 H -4.78225 4.31797 6.53215
69 H -6.44001 6.62973 10.38846
70 H -2.80170 -2.85741 7.61441
71 H 1.33484 -0.96352 -1.81256
72 H 8.39031 -2.52271 -14.14912
73 H 4.71533 -2.40193 -5.84156
74 H 3.43729 -0.31440 -3.48447
75 H -11.55715 2.93176 9.09393
76 H -2.51276 0.74710 8.36226
77 H 8.96109 1.15307 -4.79046
78 H -11.71007 5.17195 9.60590
79 H -5.97369 6.47752 6.31133
80 H 9.12223 -1.43089 -5.43424
81 H 8.41169 -0.13446 -8.79701
82 H -4.75796 1.63134 1.99736
83 H 5.54818 -3.32098 -4.58230
84 H -0.09910 -2.09654 -3.08760
85 H -9.53825 4.72823 11.60894
86 H -6.22136 4.92172 3.98978
87 H 5.62434 3.98207 -2.94882
88 H -2.94004 -7.27732 -3.17929
89 H 2.28799 -2.49981 -3.06569
90 H -6.94463 3.35471 0.91369
91 H -1.97522 -0.54609 -1.36851
92 H 4.72208 -4.17678 -5.90113
93 H -4.02155 -4.75034 0.68573
94 H -10.47763 3.94905 8.12432
95 H -6.18357 5.03373 2.22266
96 H -7.06491 5.16572 9.61079
97 H -3.56331 -0.28374 10.36070
98 H 10.07466 0.46087 -8.95056
99 H -4.92195 -3.85726 -0.54693
100 H 7.04504 -2.23121 -6.55458
101 H -6.89860 1.60123 0.71137
102 H 6.89193 3.99105 -4.17611
103 H -2.85641 -1.99157 -0.83669
104 H -1.04380 0.44689 3.90102
105 H 1.37079 -1.28088 3.20537
106 H -3.32959 -4.53036 -0.92255
107 H -0.22371 0.12380 -0.47763
108 H 1.61813 0.91901 1.65358
109 H -11.90989 5.48146 11.33111
110 H 1.48100 0.35805 3.87757
111 H -7.39227 4.01210 3.01727
112 H 9.72631 -1.27285 -9.07460
113 H -5.32125 5.39921 9.77893
114 H 8.19274 2.59254 -5.45944
115 H 8.36082 -3.39241 -6.79190
116 H -5.69648 2.61593 -0.09415
117 H 12.01238 -3.58158 -13.37563
118 H -5.74481 -6.21006 -0.38314
119 H -4.66469 -0.35944 8.98452
120 H -10.09068 2.24900 8.39668
121 H -1.70521 -2.80741 9.00516
122 H -1.04851 -2.94405 7.36381
123 H 10.81865 -4.86824 -13.60605
124 H -0.16118 0.76164 1.69113
125 H 8.61840 2.54044 -3.73908
126 H -5.79318 3.97801 7.94921
127 H -1.06197 -1.26692 3.43144
128 H 4.27645 -1.22773 -2.21988
129 H 7.96223 -2.23973 -8.06688
130 H -10.81539 6.48684 10.36861
131 H 1.41209 -2.38866 -0.71953
132 H 4.88937 -1.23849 -3.87353

Energy ... -3139.080297 a.u.
Charge ... 0
F_max ... 0.91 eV Å⁻¹
SMILES ... CCCO[C@@H](CN)OCCl.CNC(C)=O.CNC(C)=O.CNC(C)=O.CNC(C)=O.CNC(C)=O.CNC(C)=O.CNC(C)=O.CNC(C)=O.CNC(C)=O
HOMO level ... -9.134 eV
LUMO level ... 0.4 eV


[2]
This record from OMol25 describes C20H27N5O2S2 in the gas phase. The level of theory is the ωB97M-V functional and the def2-TZVPD basis.

Element x y z (Å)
1 S 3.17858 3.40741 0.98865
2 S -3.89661 0.87920 0.34484
3 O 0.77551 1.16602 2.19307
4 O -0.83676 0.95053 -2.12690
5 N 1.96474 -3.29127 -1.52408
6 N -1.66059 -3.13982 0.38268
7 N 1.98406 0.34720 0.48850
8 N -0.47813 -1.27898 0.47671
9 N -1.01075 1.71543 0.00101
10 C 1.64663 -2.10521 -0.71366
11 C 2.47775 0.29103 -0.86188
12 C 0.35591 2.18702 0.09028
13 C -4.71880 -0.73170 -1.46945
14 C -2.82371 0.50083 -0.96327
15 C -5.11376 -0.13830 -0.31216
16 C 0.24992 -2.23311 -0.17304
17 C -1.60349 -1.84844 0.79822
18 C 2.93796 3.42297 2.78596
19 C 1.69305 4.31073 0.43938
20 C 2.65723 -2.01609 0.44813
21 C 0.38386 3.58705 0.71033
22 C 1.51709 -4.56044 -0.98734
23 C 1.08344 1.18901 1.00802
24 C -0.46834 -3.39685 -0.24094
25 C -0.01686 -4.66854 -0.85865
26 C 1.80848 -0.86158 -1.61410
27 C -3.41226 -0.36236 -1.84458
28 C -1.46329 1.05077 -1.08483
29 C 2.42853 -0.76796 1.30297
30 H 3.87748 3.10397 3.22489
31 H 2.42425 -1.12527 -2.47526
32 H -2.42080 -3.78739 0.50878
33 H 1.96886 -4.69132 -0.00176
34 H 1.55832 -3.16844 -2.44679
35 H 3.56003 0.13563 -0.80389
36 H 1.89694 -5.34899 -1.64154
37 H 2.56987 -2.89460 1.08724
38 H 3.35379 -0.49873 1.82777
39 H -6.05243 -0.23019 0.19798
40 H 1.64945 -0.94261 2.04851
41 H -0.43221 4.18124 0.29088
42 H -2.39798 -1.37730 1.34058
43 H 0.74007 2.21024 -0.92888
44 H 2.31490 1.23007 -1.38517
45 H -1.46496 1.56924 0.89115
46 H 1.70401 5.28578 0.92889
47 H -5.33866 -1.40341 -2.03620
48 H -2.90685 -0.71109 -2.72661
49 H -0.29379 -5.53206 -0.24892
50 H 3.65702 -2.02155 0.01281
51 H 2.14780 2.72676 3.05429
52 H 1.84270 4.45161 -0.63127
53 H 0.82985 -0.53644 -1.96923
54 H 0.21864 3.48828 1.78583
55 H 2.70236 4.43403 3.10571
56 H -0.46888 -4.79557 -1.84914

Energy ... -1999.010780 a.u.
Charge ... 0
F_max ... 0.78 eV Å⁻¹
SMILES ... CSCC[C@H](NC(=O)c1cccs1)C(=O)N1CCC2(CC1)NCCc1[nH]cnc12
HOMO level ... -8.046 eV
LUMO level ... 0.5 eV


[3]
This record from OMol25 describes a molecular structure, C10H6FO3 in a non-equilibrium geometry. The level of theory is the ωB97M-V functional and the def2-TZVPD basis.

Element x y z (Å)
1 F -1.93019 2.16853 1.80652
2 O 0.91406 -0.41499 2.53670
3 O 2.12658 -0.93030 -1.50888
4 O 2.42604 1.06833 -0.66548
5 C -0.88811 0.08468 -0.66112
6 C -1.57567 1.26137 0.85736
7 C -0.32846 1.34281 0.12553
8 C -0.19221 1.99525 -1.25855
9 C -2.02355 0.12557 0.35336
10 C 0.74181 -0.84805 1.43166
11 C -0.71299 0.96152 -1.92782
12 C 1.78435 0.05714 -0.81340
13 C 0.44614 0.04116 -0.03253
14 C 0.64285 -2.26214 0.99059
15 H -0.53248 0.74374 -2.96737
16 H -0.19663 -2.44543 0.41745
17 H 0.15632 2.97162 -1.40838
18 H -2.85657 -0.51754 0.64124
19 H 0.53359 -3.07549 1.70181
20 H 1.46515 -2.32779 0.38133

Energy ... -710.096987 a.u.
Charge ... -1
F_max ... 4.26 eV Å⁻¹
HOMO level ... -4.593 eV
LUMO level ... 3.6 eV


[4]
This record from OMol25 describes 8 unconnected molecules or ions with the total composition C24H60N4O12 in a non-equilibrium geometry. The level of theory is the ωB97M-V functional and the def2-TZVPD basis.

Element x y z (Å)
1 O -5.05262 1.37023 -0.84470
2 O -1.66319 4.27434 1.39401
3 O -6.80237 0.67185 0.18122
4 O -0.91469 5.99829 2.48120
5 O -1.34609 -0.64684 -1.06179
6 O 4.95572 -3.12786 -3.07065
7 O 2.65763 -3.12385 2.61957
8 O 3.13307 -3.69647 -1.79657
9 O 0.51142 3.02119 -2.66152
10 O 0.38167 -6.25347 -1.42974
11 O -2.34104 8.60292 -1.49966
12 O -1.55005 3.72069 -2.64955
13 N -1.76276 6.02513 -0.92714
14 N 2.31273 -6.31527 0.85169
15 N -2.27842 2.05726 -0.43371
16 N 1.40404 -4.73467 4.58784
17 C 0.51141 4.03562 2.51407
18 C -0.54218 7.02207 -0.88354
19 C -0.54550 0.49981 -1.28911
20 C 2.32316 -8.84557 0.74008
21 C 3.16307 -2.61712 1.37761
22 C -4.96853 -0.85502 0.08102
23 C -0.46584 3.49379 -3.21997
24 C -0.79923 1.56899 -0.21161
25 C 3.89290 -2.81174 -2.35528
26 C -2.64238 9.81496 -2.07083
27 C -0.95494 8.28638 -1.65848
28 C -0.80981 4.81784 2.11532
29 C 3.61224 -1.29971 -1.96934
30 C -0.95729 -5.86017 -1.91952
31 C 1.67344 -2.34607 5.22018
32 C 0.65362 6.19210 -1.48767
33 C -0.67546 -1.89617 -0.74357
34 C -5.65062 0.51356 -0.17637
35 C -0.60488 0.91466 1.23995
36 C 0.85726 -3.33105 4.30043
37 C 1.92539 -7.57197 -0.00146
38 C -0.35597 3.78536 -4.60416
39 C 0.43947 -7.37259 -0.57719
40 C 1.26599 -2.96218 2.83828
41 H 0.18785 -8.19976 -1.24095
42 H 2.39526 -4.79277 4.40290
43 H 1.65239 -2.67073 6.26050
44 H 0.87844 5.26476 -0.96078
45 H 4.15375 -1.27552 -1.02367
46 H -2.48508 2.69800 0.31918
47 H 1.70768 -9.03734 1.61899
48 H 3.20807 -6.44501 1.30074
49 H 1.55941 6.79574 -1.43054
50 H -1.80779 10.43617 -2.39590
51 H 0.52131 0.30035 -1.39019
52 H 2.58713 -7.53162 -0.86665
53 H -2.67788 6.44586 -1.00235
54 H 2.23992 -9.73659 0.11777
55 H -1.80812 5.47642 -1.77388
56 H 4.14500 -0.64977 -2.66348
57 H -1.26178 3.98668 -5.17608
58 H -1.37905 -2.67663 -0.45384
59 H 3.32091 -8.76207 1.17092
60 H -1.01459 1.47116 2.08290
61 H 0.46425 0.89150 1.45093
62 H 3.09117 -1.53624 1.25668
63 H 0.70981 3.50688 1.58178
64 H 1.67809 -6.20420 1.62950
65 H 4.23478 -2.81498 1.35754
66 H -0.37915 9.20780 -1.57160
67 H -1.62345 5.29294 -0.24553
68 H 1.41336 4.61693 2.70553
69 H -0.52056 7.27386 0.17676
70 H 2.61132 -0.90244 -1.80071
71 H -2.26632 2.73667 -1.18094
72 H 2.73584 -3.12105 0.51066
73 H 2.72182 -2.41566 4.93007
74 H 2.29054 -5.40609 0.41238
75 H -0.91569 0.83708 -2.25726
76 H -3.40677 9.51282 -2.78673
77 H -3.22012 10.34063 -1.31057
78 H -0.21245 -2.22969 -1.67226
79 H 1.22112 -5.01660 5.54029
80 H 0.45566 3.13161 3.12050
81 H -3.00511 1.36336 -0.53641
82 H -1.34155 -5.17567 -1.16327
83 H -4.59741 -1.33449 -0.82479
84 H -0.96726 7.96643 -2.70038
85 H -0.10516 2.39655 -0.35830
86 H 0.12910 3.01333 -5.20148
87 H -4.09488 -0.87296 0.73256
88 H -0.86715 -5.14190 -2.73442
89 H -1.76747 -6.57760 -2.04995
90 H -0.96023 -0.09450 1.44832
91 H 0.07931 -1.67323 0.01058
92 H -5.70683 -1.57109 0.44196
93 H 1.26004 -1.35589 5.02850
94 H 0.63430 6.10903 -2.57432
95 H 0.12558 4.74328 -4.80061
96 H -0.24587 -7.26203 0.26316
97 H 0.66159 -3.63253 2.22719
98 H 0.89390 -1.97357 2.56937
99 H -0.22706 -3.29770 4.40643
100 H 0.90573 -5.44718 4.07391

Energy ... -2071.767707 a.u.
Spin multiplicity ... 2
Charge ... +1
F_max ... 6.08 eV Å⁻¹
HOMO level (alpha / beta) ... -8.633 / -8.633 eV
LUMO level (alpha / beta) ... -4.8 / -5.7 eV